The following is a quantum chemistry calculation of a cluster of 7 separate species, C29H59N7O10 in total, from the Open Molecules 2025 dataset.

The geometry in XYZ format:
```
105
Properties=species:S:1:pos:R:3:forces:R:3
C -3.8366 -0.8170 3.3586 -0.003 0.002 0.024
O -3.4840 -2.1662 3.0810 0.086 0.120 0.030
C -2.1525 -2.5146 3.3828 0.158 -0.152 -0.126
C -1.1030 -1.8834 2.4460 -0.028 -0.004 0.401
C -0.2443 -0.8044 3.1345 0.317 -0.283 -0.047
C 0.4730 0.0927 2.1809 -0.298 0.616 0.233
C 0.6444 1.4264 2.2396 -0.134 -0.441 -0.183
C 0.1365 2.3655 3.2929 0.202 0.063 -0.112
C 0.7865 3.7497 3.3423 -0.289 0.186 0.120
C 0.3028 4.6916 2.2276 0.190 0.086 0.562
N -0.8886 5.4198 2.6870 0.127 -0.087 -0.068
C 1.4772 1.7930 1.0439 0.034 0.174 0.354
O 2.1384 2.7603 0.8396 -0.285 0.084 -0.173
O 1.4943 0.7086 0.1859 0.417 -0.247 0.210
C 1.1309 -0.3937 0.9515 0.139 0.030 -0.348
O 1.4052 -1.4977 0.5992 -0.135 -0.150 0.006
H -4.5356 -0.7770 4.1984 -0.012 -0.014 -0.051
H -2.9675 -0.2034 3.6037 0.019 -0.029 -0.012
H -4.3127 -0.3862 2.4768 -0.045 -0.019 0.039
H -1.9057 -2.2907 4.4304 -0.088 0.077 0.018
H -2.1117 -3.6003 3.2762 -0.080 0.054 0.014
H -0.4300 -2.6766 2.1238 -0.040 0.090 -0.278
H -1.6154 -1.4851 1.5675 0.015 -0.047 -0.003
H -0.8293 -0.2075 3.8338 -0.020 0.075 -0.093
H 0.5147 -1.3202 3.7370 -0.081 0.053 0.053
H -0.9363 2.5181 3.1224 0.014 -0.095 0.050
H 0.2429 1.8643 4.2576 -0.066 0.039 0.008
H 0.4787 4.2074 4.2876 0.126 -0.053 0.028
H 1.8743 3.6911 3.3770 -0.019 -0.117 -0.169
H 0.0439 4.1156 1.3413 0.037 0.122 -0.155
H 1.1283 5.3681 1.9762 0.008 -0.084 -0.180
H -1.0296 6.2367 2.1039 -0.207 -0.081 -0.047
H -0.7233 5.7648 3.6275 -0.093 -0.005 0.026
C 0.4656 -1.1238 -4.5017 -0.006 -0.043 0.136
N -0.3946 -1.7323 -3.5059 0.192 0.010 -0.055
C 0.1359 -2.0474 -2.1917 -0.213 -0.029 -0.110
C -1.6841 -2.0127 -3.7641 -0.116 0.032 -0.026
O -2.4497 -2.5336 -2.9725 0.017 -0.024 0.011
H 1.3207 -1.7712 -4.7126 0.017 0.029 -0.023
H 0.8339 -0.1592 -4.1457 0.035 0.015 -0.056
H -0.0954 -0.9671 -5.4210 -0.007 0.054 -0.004
H 0.0418 -3.1173 -1.9968 0.027 0.009 0.085
H -0.4292 -1.5162 -1.4265 0.019 -0.040 0.060
H 1.1799 -1.7555 -2.1308 0.000 0.051 -0.061
H -1.9890 -1.7089 -4.7783 0.013 0.024 -0.003
C -2.5798 -2.7277 -9.6883 -0.050 0.014 0.110
N -2.5484 -1.9615 -8.4590 -0.040 -0.083 -0.031
C -3.5273 -2.2501 -7.4224 0.063 0.094 -0.017
C -1.6467 -0.9853 -8.2535 0.046 0.142 -0.081
O -1.5728 -0.3012 -7.2484 -0.034 -0.159 0.071
H -3.5392 -2.6034 -10.1940 0.009 -0.012 -0.031
H -2.4277 -3.7891 -9.4836 0.007 -0.010 -0.033
H -1.7896 -2.3849 -10.3528 0.013 0.008 -0.006
H -4.1262 -1.3655 -7.2060 -0.008 -0.006 0.019
H -3.0335 -2.5575 -6.5020 -0.023 -0.038 0.018
H -4.1769 -3.0525 -7.7617 -0.008 -0.009 -0.016
H -0.9642 -0.8450 -9.1085 0.011 -0.016 0.008
C -8.4219 -4.6982 3.3811 0.121 0.058 0.015
N -7.6838 -3.5219 3.7863 0.017 -0.122 -0.002
C -6.2293 -3.5362 3.7508 -0.158 0.052 0.035
C -8.2938 -2.3957 4.1997 -0.051 0.070 0.020
O -7.7107 -1.3870 4.5487 0.015 -0.002 -0.001
H -8.1661 -5.5512 4.0134 -0.030 -0.022 -0.011
H -8.1987 -4.9547 2.3435 -0.029 -0.025 -0.005
H -9.4898 -4.5082 3.4700 -0.014 0.010 0.004
H -5.8275 -3.3465 4.7466 0.058 0.003 -0.021
H -5.8597 -2.7613 3.0861 0.063 -0.010 -0.028
H -5.8839 -4.5046 3.3984 -0.023 -0.021 -0.014
H -9.3950 -2.4707 4.1936 0.005 -0.005 -0.003
C 5.5912 0.3823 -2.7958 -0.055 0.052 0.120
N 5.6657 1.4110 -1.7801 -0.068 -0.119 -0.028
C 4.7390 1.3746 -0.6578 0.208 0.030 -0.089
C 6.5674 2.4091 -1.8361 0.067 0.051 -0.013
O 6.6719 3.2919 -1.0070 -0.008 0.000 0.015
H 4.6094 0.3848 -3.2753 0.009 -0.024 -0.030
H 5.7639 -0.6042 -2.3615 0.017 -0.017 -0.046
H 6.3490 0.5616 -3.5557 0.011 0.004 -0.009
H 4.1423 2.2824 -0.6261 -0.053 0.018 0.036
H 5.2926 1.2990 0.2798 -0.050 0.002 0.023
H 4.0821 0.5149 -0.7648 -0.015 -0.008 -0.020
H 7.2211 2.3506 -2.7238 -0.009 -0.005 -0.002
C 3.0720 8.2867 3.3653 0.021 -0.031 0.126
N 2.4683 7.6977 4.5440 0.103 0.042 0.047
C 3.2691 7.5239 5.7453 -0.077 -0.037 -0.024
C 1.1860 7.2990 4.5664 -0.005 0.034 -0.113
O 0.6316 6.7790 5.5177 -0.004 -0.061 -0.036
H 3.9151 7.6839 3.0235 0.000 0.010 -0.033
H 3.4267 9.2965 3.5792 0.004 0.012 -0.035
H 2.3361 8.3384 2.5655 -0.016 -0.004 -0.007
H 3.3146 6.4707 6.0227 0.016 0.001 0.016
H 2.8289 8.0724 6.5780 0.014 -0.003 0.016
H 4.2744 7.8925 5.5592 0.010 0.007 -0.015
H 0.6667 7.4835 3.6119 0.011 0.038 -0.030
C 3.0826 -5.3602 -1.3059 0.038 0.116 -0.033
N 4.0076 -4.5622 -2.0838 -0.099 -0.016 0.094
C 3.9464 -3.1145 -1.9946 0.003 -0.048 -0.031
C 4.9314 -5.1116 -2.8963 0.031 -0.052 -0.038
O 5.7211 -4.4746 -3.5648 0.010 0.029 -0.007
H 2.0508 -5.1319 -1.5805 -0.014 -0.027 0.018
H 3.2090 -5.1662 -0.2390 -0.021 -0.025 0.012
H 3.2670 -6.4163 -1.4925 0.010 -0.014 -0.010
H 3.7462 -2.6879 -2.9791 0.016 0.064 0.021
H 4.8977 -2.7170 -1.6393 -0.005 0.023 -0.004
H 3.1553 -2.8290 -1.3044 0.002 -0.008 0.023
H 4.9041 -6.2147 -2.9002 -0.005 0.004 0.006
```
Forces are in eV/Å.

Values from the calculation:
Kohn-Sham gap in eV: 8.324